1.
{"formula": "C23H16Cl2MoN2O5S", "method": "the ωB97M-V functional and the def2-TZVPD basis", "e_homo_ev": -14.4, "charge": 2, "lumo_ev": -7.9, "orbital_gap_ev": 6.560, "elements": ["Mo", "O", "C", "O", "C", "O", "C", "C", "O", "O", "H", "H", "H", "H", "H", "S", "C", "C", "C", "C", "C", "C", "N", "C", "C", "C", "C", "C", "C", "C", "H", "H", "H", "H", "H", "H", "H", "H", "Cl", "C", "C", "C", "C", "C", "Cl", "C", "N", "H", "H", "H"], "coordinates": [[0.149, -0.225, 0.496], [-1.550, 3.272, -1.190], [-1.052, 2.398, -0.384], [-0.500, 1.360, -0.766], [-1.189, 2.711, 1.080], [-0.294, 1.820, 1.710], [-0.473, 1.548, 3.103], [0.205, 0.214, 3.391], [0.285, -0.288, 4.451], [0.719, -0.357, 2.240], [-1.462, 3.010, -2.126], [-0.941, 3.758, 1.270], [-2.229, 2.534, 1.380], [-0.017, 2.325, 3.716], [-1.534, 1.454, 3.346], [3.958, -0.206, -2.094], [3.794, 1.440, -1.555], [4.603, 2.529, -1.863], [4.297, 3.741, -1.282], [3.219, 3.862, -0.396], [2.419, 2.780, -0.091], [2.701, 1.555, -0.694], [2.018, 0.348, -0.519], [2.584, -0.633, -1.196], [1.970, -1.953, -1.108], [2.501, -3.095, -1.676], [1.834, -4.306, -1.512], [0.648, -4.365, -0.796], [0.104, -3.211, -0.245], [0.762, -1.989, -0.381], [5.450, 2.427, -2.528], [4.909, 4.606, -1.497], [3.023, 4.819, 0.068], [1.622, 2.869, 0.636], [3.426, -3.059, -2.237], [2.247, -5.206, -1.946], [0.141, -5.312, -0.669], [-0.825, -3.281, 0.307], [-2.196, -1.035, -2.315], [-3.220, -1.397, -0.981], [-4.503, -1.849, -1.191], [-5.311, -2.133, -0.094], [-4.859, -1.971, 1.210], [-3.574, -1.520, 1.423], [-2.973, -1.312, 3.021], [-2.732, -1.224, 0.330], [-1.468, -0.788, 0.560], [-4.871, -1.980, -2.199], [-6.319, -2.487, -0.260], [-5.498, -2.196, 2.053]], "forces_ev_per_a": [[-0.005, -0.033, -0.071], [-0.010, 0.021, -0.019], [-0.002, -0.010, 0.002], [0.018, -0.007, 0.009], [0.010, -0.012, 0.002], [0.023, 0.012, -0.002], [0.047, -0.014, -0.026], [-0.167, 0.012, 0.005], [0.062, -0.005, 0.021], [0.065, 0.005, 0.010], [0.004, -0.005, 0.011], [0.002, 0.008, 0.001], [-0.009, -0.001, -0.001], [0.005, 0.014, 0.010], [0.000, -0.012, 0.010], [-0.023, 0.047, -0.033], [0.007, -0.053, 0.030], [0.021, 0.004, 0.008], [0.008, -0.001, -0.006], [0.000, 0.001, 0.007], [-0.028, 0.000, 0.013], [0.005, 0.017, -0.006], [-0.015, 0.027, -0.014], [0.020, -0.036, 0.047], [-0.006, 0.021, 0.017], [0.003, -0.007, -0.006], [0.012, -0.004, 0.000], [-0.001, -0.008, 0.004], [-0.015, 0.010, 0.016], [-0.005, 0.027, -0.034], [-0.003, 0.001, 0.000], [-0.003, -0.001, -0.003], [0.000, -0.002, 0.000], [0.019, -0.001, -0.014], [-0.003, -0.006, -0.002], [-0.001, 0.001, -0.002], [0.003, 0.001, -0.002], [0.009, -0.001, -0.005], [0.004, -0.006, -0.038], [-0.018, 0.008, -0.024], [-0.044, -0.028, 0.016], [0.007, 0.009, -0.040], [0.023, 0.004, 0.021], [-0.001, 0.011, 0.008], [0.002, -0.001, -0.019], [-0.038, -0.031, 0.041], [0.004, 0.032, 0.061], [0.001, -0.004, 0.003], [0.007, -0.003, -0.005], [0.006, -0.002, 0.000]]}


2.
{"formula": "C23H16Cl5NO2ReS", "method": "the ωB97M-V functional and the def2-TZVPD basis", "s_squared": 3.779, "e_homo_ev": [-13.8, -14.0], "charge": 2, "multiplicity": 4, "lumo_ev": [-6.6, -7.6], "orbital_gap_ev": [7.285, 6.355], "elements": ["Re", "Cl", "C", "C", "Cl", "C", "Cl", "C", "O", "C", "Cl", "C", "Cl", "C", "C", "C", "C", "C", "C", "C", "C", "C", "C", "C", "C", "C", "C", "C", "N", "H", "H", "H", "H", "H", "H", "H", "H", "H", "H", "C", "S", "C", "O", "H", "H", "H", "H", "H", "H"], "coordinates": [[-0.144, 0.153, 1.067], [-4.348, -5.227, 2.989], [-3.059, -4.212, 2.523], [-3.247, -2.831, 2.504], [-4.728, -2.106, 2.944], [-2.174, -2.051, 2.110], [-2.320, -0.279, 2.089], [-0.936, -2.552, 1.743], [0.061, -1.727, 1.375], [-0.757, -3.935, 1.774], [0.763, -4.569, 1.324], [-1.816, -4.757, 2.161], [-1.596, -6.445, 2.190], [-1.870, -0.079, -2.890], [-0.734, 0.005, -3.685], [0.522, 0.119, -3.106], [0.642, 0.162, -1.722], [-0.512, 0.101, -0.917], [-1.766, -0.035, -1.504], [1.915, 0.239, -0.999], [3.187, 0.231, -1.586], [4.293, 0.275, -0.782], [4.167, 0.341, 0.622], [5.280, 0.388, 1.492], [5.095, 0.449, 2.844], [3.792, 0.471, 3.381], [2.694, 0.430, 2.563], [2.867, 0.358, 1.170], [1.777, 0.301, 0.333], [-2.843, -0.187, -3.350], [-0.826, -0.033, -4.761], [1.397, 0.164, -3.741], [-2.662, -0.116, -0.901], [3.285, 0.175, -2.659], [5.284, 0.256, -1.219], [6.276, 0.372, 1.069], [5.945, 0.482, 3.510], [3.661, 0.522, 4.453], [1.703, 0.459, 3.010], [-2.171, 3.326, -0.035], [-0.752, 3.574, 1.014], [0.435, 4.119, -0.199], [-0.251, 2.152, 1.390], [-2.486, 4.313, -0.378], [-2.965, 2.899, 0.575], [-1.917, 2.683, -0.875], [0.110, 5.094, -0.563], [0.488, 3.396, -1.012], [1.391, 4.224, 0.310]], "forces_ev_per_a": [[0.406, 0.181, -0.132], [-0.001, -0.011, 0.005], [-0.013, 0.026, 0.012], [0.071, -0.056, -0.025], [-0.011, 0.015, 0.001], [-0.004, 0.083, 0.006], [-0.139, -0.194, 0.048], [-0.100, -0.146, 0.014], [0.022, -0.123, 0.088], [-0.064, 0.092, 0.009], [0.031, 0.001, -0.010], [-0.019, 0.013, -0.004], [0.004, 0.006, 0.001], [-0.021, -0.001, 0.001], [0.003, 0.000, -0.007], [-0.003, -0.010, 0.059], [-0.029, 0.004, -0.034], [-0.078, 0.024, -0.115], [0.007, -0.008, -0.014], [0.061, 0.006, 0.004], [-0.050, 0.007, 0.051], [0.008, 0.001, -0.023], [-0.024, 0.005, 0.034], [-0.019, -0.004, 0.025], [0.023, -0.001, -0.022], [-0.028, -0.002, 0.000], [0.052, 0.003, 0.007], [0.029, 0.002, 0.006], [-0.029, -0.007, -0.038], [-0.002, 0.000, 0.003], [-0.001, -0.001, -0.005], [0.008, 0.000, 0.002], [-0.004, 0.001, 0.003], [-0.003, -0.002, -0.006], [0.002, 0.001, -0.001], [0.003, 0.000, -0.008], [0.004, -0.001, 0.001], [-0.008, 0.002, 0.003], [-0.016, -0.008, -0.008], [-0.012, 0.025, 0.035], [0.118, -0.064, -0.128], [-0.036, 0.019, 0.008], [-0.160, 0.152, 0.149], [0.005, 0.004, -0.001], [0.001, -0.006, 0.005], [0.025, -0.007, -0.002], [-0.002, 0.004, 0.002], [-0.009, -0.018, -0.001], [0.003, -0.007, 0.003]]}


3.
{"formula": "C23H16F4NOS5Sb2Tc", "method": "the ωB97M-V functional and the def2-TZVPD basis", "s_squared": 2.022, "e_homo_ev": [-1.5, -1.3], "charge": -2, "multiplicity": 3, "lumo_ev": [3.9, 3.9], "orbital_gap_ev": [5.398, 5.265], "elements": ["Tc", "S", "Sb", "S", "S", "S", "O", "N", "C", "C", "C", "C", "C", "S", "H", "H", "H", "H", "F", "C", "C", "C", "C", "C", "C", "Sb", "C", "C", "C", "C", "F", "C", "C", "C", "C", "C", "C", "F", "C", "C", "H", "H", "H", "H", "H", "H", "H", "H", "H", "H", "H", "H", "F"], "coordinates": [[-0.879, -3.299, -0.190], [-4.308, -2.139, 3.018], [-3.075, -3.893, 2.418], [-0.773, -3.209, 2.039], [-2.932, -4.312, 0.068], [-3.346, -5.767, 3.671], [1.159, -2.628, -0.458], [2.141, -3.516, -0.535], [3.398, -3.025, -0.581], [4.444, -3.850, -0.840], [4.242, -5.244, -0.995], [2.988, -5.728, -0.834], [1.879, -4.852, -0.653], [0.273, -5.404, -0.550], [3.477, -1.943, -0.494], [5.430, -3.387, -0.989], [5.056, -5.915, -1.180], [2.769, -6.793, -0.955], [3.136, 6.332, -1.181], [2.421, 5.220, -1.066], [2.998, 4.118, -0.479], [2.244, 2.947, -0.419], [0.964, 2.846, -0.974], [0.401, 4.009, -1.538], [1.147, 5.208, -1.603], [0.058, 0.826, -0.935], [-0.188, 0.795, 1.184], [0.939, 0.974, 1.991], [0.859, 0.855, 3.361], [-0.372, 0.551, 3.922], [-0.448, 0.400, 5.281], [-1.503, 0.361, 3.160], [-1.384, 0.465, 1.775], [-1.881, 1.535, -1.357], [-2.646, 0.737, -2.226], [-3.945, 1.088, -2.611], [-4.437, 2.285, -2.154], [-5.684, 2.629, -2.549], [-3.764, 3.075, -1.255], [-2.464, 2.720, -0.889], [4.037, 4.158, -0.140], [2.767, 2.088, -0.028], [-0.564, 3.957, -2.024], [0.755, 6.123, -2.100], [1.906, 1.267, 1.548], [1.718, 1.019, 4.031], [-2.414, -0.031, 3.615], [-2.262, 0.234, 1.211], [-2.255, -0.225, -2.579], [-4.540, 0.466, -3.284], [-4.241, 3.998, -0.924], [-1.977, 3.320, -0.116], [-1.326, -1.445, -0.607]], "forces_ev_per_a": [[0.666, -0.589, -0.069], [-0.649, 0.890, 0.229], [0.598, -0.691, 0.038], [0.267, 0.220, 0.642], [-0.415, -0.081, -0.652], [0.000, -0.167, 0.076], [0.536, -0.276, 0.019], [-0.654, 0.216, -0.124], [0.023, 0.167, -0.324], [1.181, -0.134, -0.350], [0.070, 0.968, 0.445], [-0.869, -0.154, -0.408], [0.125, -0.065, 0.370], [-0.370, -0.102, -0.089], [-0.152, -0.363, 0.039], [-0.452, -0.362, 0.239], [0.402, -0.151, -0.118], [-0.005, 0.437, 0.175], [0.827, 1.281, -0.049], [-0.825, -0.737, -0.172], [0.021, -0.254, 0.072], [0.357, 0.455, -0.622], [-0.332, 0.292, 0.365], [1.247, 0.140, -0.084], [-0.799, -0.244, -0.225], [0.362, -0.037, 0.135], [0.834, 0.129, -0.175], [0.418, 0.383, -0.442], [0.222, 0.193, 0.936], [-0.027, -0.086, 0.191], [0.072, 0.129, -0.463], [0.101, -0.470, 0.237], [-0.313, -0.042, 0.719], [-0.984, 0.092, -0.687], [-0.193, -0.233, -0.049], [0.685, -0.194, -0.260], [-0.269, -0.578, 0.090], [-0.253, 0.343, -0.008], [0.309, 0.643, -0.179], [-0.332, -0.402, 0.585], [-0.408, 0.030, 0.000], [-0.141, -0.266, 0.067], [-0.072, 0.097, 0.101], [0.307, -0.781, 0.466], [-0.587, -0.353, 0.331], [-0.396, -0.158, -0.453], [0.117, 0.242, -0.157], [-0.342, -0.124, -0.464], [-0.063, 0.430, 0.225], [0.209, 0.187, 0.298], [0.183, -0.257, 0.113], [0.082, -0.122, -0.378], [-0.319, 0.508, -0.200]]}